[1]
{
  "formula": "C36H28LuN10S2",
  "method": "ωB97M-V/def2-TZVPD",
  "symbols": ["Lu", "N", "C", "S", "N", "N", "C", "C", "C", "C", "C", "C", "C", "C", "C", "C", "C", "C", "N", "H", "H", "H", "H", "H", "H", "H", "H", "H", "H", "H", "C", "C", "C", "C", "N", "C", "N", "C", "N", "C", "N", "C", "C", "C", "C", "C", "N", "C", "C", "C", "C", "C", "C", "H", "H", "H", "H", "H", "H", "H", "H", "H", "H", "H", "H", "S", "C", "N", "C", "C", "C", "C", "H", "H", "H", "H", "H"],
  "coordinates": [[0.297, -0.068, -0.917], [4.076, -1.534, -1.243], [2.842, -1.163, -0.656], [1.533, -2.380, -0.858], [2.886, -0.329, 0.554], [2.413, 0.191, -0.727], [1.896, -0.462, 1.607], [1.704, -1.883, 2.089], [2.886, -2.517, 2.464], [2.869, -3.823, 2.923], [1.669, -4.508, 3.034], [0.488, -3.873, 2.685], [0.508, -2.571, 2.214], [-0.385, 1.035, 1.733], [-0.707, 1.808, 3.049], [-1.875, 2.712, 2.882], [-2.417, 2.937, 1.682], [-1.787, 2.407, 0.483], [-0.811, 1.581, 0.473], [4.312, -2.495, -1.037], [4.818, -0.916, -0.939], [3.822, -1.978, 2.375], [3.798, -4.305, 3.199], [1.653, -5.533, 3.380], [-0.458, -4.393, 2.763], [-0.415, -2.126, 1.890], [0.132, 2.329, 3.511], [-2.242, 3.215, 3.770], [-3.254, 3.609, 1.551], [-2.110, 2.773, -0.489], [1.466, 0.082, 4.039], [0.210, -0.080, 4.443], [-1.024, 0.424, 3.728], [-1.314, -0.023, 2.308], [1.022, 0.724, 1.610], [1.938, 0.575, 2.716], [-2.369, -0.533, 1.822], [-2.703, -0.568, 0.505], [-1.897, -0.797, -0.531], [-2.700, -0.706, -1.695], [-2.402, -0.839, -2.924], [-1.228, -1.111, -3.593], [-1.386, -1.644, -4.880], [-0.277, -1.930, -5.641], [0.981, -1.651, -5.117], [1.064, -1.102, -3.858], [-0.008, -0.835, -3.098], [-4.084, -0.412, -1.292], [-5.239, -0.217, -2.021], [-6.400, 0.069, -1.311], [-6.399, 0.154, 0.081], [-5.236, -0.052, 0.810], [-4.083, -0.339, 0.099], [2.271, -0.245, 4.687], [0.028, -0.538, 5.406], [-1.896, 0.380, 4.378], [2.767, 1.277, 2.737], [-2.391, -1.824, -5.233], [-0.379, -2.348, -6.633], [1.879, -1.856, -5.682], [2.030, -0.881, -3.419], [-5.231, -0.285, -3.100], [-7.328, 0.228, -1.843], [-7.321, 0.379, 0.599], [-5.235, 0.003, 1.891], [0.059, 2.280, -2.539], [1.626, 2.827, -2.160], [2.596, 2.706, -3.099], [3.877, 3.099, -2.924], [4.260, 3.673, -1.753], [3.299, 3.825, -0.738], [2.012, 3.401, -0.933], [2.311, 2.277, -3.969], [4.556, 2.932, -3.747], [5.280, 3.997, -1.612], [3.589, 4.275, 0.202], [1.263, 3.485, -0.161]],
  "forces_ev_per_angstrom": [[0.4659, 0.4301, -1.0687], [0.0059, 0.0667, -0.2099], [-0.5350, -0.1424, 0.2522], [-0.1555, -0.2123, 0.0751], [0.9574, -0.0868, 0.8505], [0.6048, 0.7262, -0.4566], [0.3460, -0.4958, -0.1358], [-0.1454, 0.0220, 0.1718], [-0.0163, 0.1655, -0.0202], [0.0340, -0.0425, 0.0244], [0.0069, -0.0771, 0.0022], [-0.1131, 0.0818, 0.0075], [0.1851, 0.0204, 0.0351], [-0.1364, 0.1454, 0.2588], [-0.0283, 0.0829, -0.1710], [0.0030, -0.0233, -0.0671], [-0.0519, 0.1216, 0.1816], [0.2861, -0.0171, -0.3272], [-0.1885, -0.0881, 0.3360], [-0.0233, -0.0244, 0.0099], [-0.0159, 0.0431, 0.0423], [0.0206, -0.0385, 0.0043], [-0.0017, -0.0010, -0.0103], [0.0155, 0.0169, 0.0268], [0.0321, -0.0301, -0.0090], [-0.1471, 0.0134, -0.0748], [0.0596, -0.0772, 0.0216], [-0.0684, -0.0103, -0.0270], [-0.0045, -0.0145, 0.0382], [-0.0063, 0.0234, 0.0113], [-0.0387, 0.0730, -0.0175], [0.0706, 0.0651, 0.0575], [0.0969, -0.0965, 0.1606], [-0.2807, 0.2612, -0.2050], [-0.5520, 0.0118, 0.2352], [0.0370, 0.0227, -0.0646], [0.1917, -0.3577, 0.4885], [0.4927, -0.0233, -0.6884], [-0.5206, -0.2374, 1.0154], [0.0184, -0.2602, -0.8477], [-0.5455, 0.2374, 0.4704], [0.7652, -0.1443, -0.4367], [-0.1436, 0.0125, 0.2752], [0.1540, 0.0107, 0.0174], [-0.1127, 0.0193, -0.1327], [0.1343, 0.0961, 0.1581], [-0.7852, -0.2113, -0.3744], [-0.2346, 0.0978, 0.4650], [0.1023, -0.0387, -0.0838], [-0.0409, 0.0066, 0.0361], [-0.0243, 0.0035, -0.0203], [0.0965, -0.0326, 0.1501], [-0.2951, 0.1343, -0.3378], [-0.0516, -0.0435, 0.0384], [0.0027, -0.0450, -0.0294], [-0.0236, -0.0092, -0.0459], [0.0394, -0.0385, -0.1291], [0.0037, 0.0142, -0.0171], [-0.0282, -0.0175, 0.0168], [0.0313, 0.0159, 0.0502], [-0.0154, -0.0327, 0.0643], [-0.0087, 0.0126, 0.0036], [0.0206, 0.0000, -0.0194], [0.0014, -0.0081, -0.0031], [0.0270, -0.0202, -0.0081], [-0.2488, -0.1448, -0.2396], [0.2632, 0.0103, 0.2213], [-0.0677, 0.1357, 0.2023], [0.1493, -0.0209, -0.0098], [-0.0315, 0.0344, 0.1313], [0.0415, -0.0623, -0.0967], [0.0316, 0.0487, -0.1067], [0.0034, -0.0168, -0.0492], [-0.0725, -0.0210, -0.0449], [0.0064, -0.0245, -0.0350], [-0.0333, -0.0189, 0.0182], [-0.0112, 0.0239, -0.0048]],
  "e_lumo_ev": -4.228,
  "homo_energy_ev": -9.0,
  "gap_ev": 4.8,
  "de_lowest_kj_mol": 787.3,
  "total_charge": 1
}

---

[2]
{
  "formula": "C36H28N4O3Pt",
  "method": "ωB97M-V/def2-TZVPD",
  "symbols": ["Pt", "C", "O", "C", "C", "C", "C", "C", "C", "N", "N", "C", "O", "C", "C", "C", "C", "C", "C", "C", "O", "H", "H", "H", "H", "H", "H", "H", "H", "H", "H", "H", "H", "N", "C", "C", "C", "C", "C", "C", "C", "C", "C", "C", "C", "C", "C", "H", "H", "H", "H", "H", "H", "H", "H", "H", "H", "C", "C", "C", "C", "C", "C", "C", "C", "N", "H", "H", "H", "H", "H", "H"],
  "coordinates": [[-0.504, -0.071, -0.299], [1.070, -3.622, -2.448], [0.666, -4.602, -1.497], [0.189, -4.285, -0.246], [0.053, -5.370, 0.588], [-0.444, -5.234, 1.888], [-0.796, -3.982, 2.326], [-0.676, -2.849, 1.507], [-1.120, -1.600, 2.111], [-1.052, -0.453, 1.560], [-1.501, 0.653, 2.279], [-1.401, 1.725, 1.552], [-1.035, 1.793, 0.317], [-1.715, 3.026, 2.226], [-1.413, 4.217, 1.581], [-1.639, 5.436, 2.212], [-2.178, 5.470, 3.490], [-2.494, 4.279, 4.131], [-2.260, 3.063, 3.504], [-0.175, -2.965, 0.180], [-0.032, -1.997, -0.673], [1.407, -4.200, -3.310], [1.898, -3.020, -2.073], [0.261, -2.957, -2.737], [0.342, -6.338, 0.193], [-0.550, -6.100, 2.529], [-1.179, -3.846, 3.332], [-1.533, -1.638, 3.116], [-0.990, 4.167, 0.586], [-1.384, 6.360, 1.706], [-2.343, 6.418, 3.988], [-2.918, 4.297, 5.128], [-2.488, 2.126, 3.994], [-0.507, 0.347, -2.264], [0.225, 0.834, -3.151], [-0.351, 1.107, -4.526], [0.423, 1.018, -5.678], [-0.145, 1.191, -6.937], [-1.496, 1.480, -7.056], [-2.272, 1.595, -5.907], [-1.705, 1.400, -4.656], [1.682, 1.206, -2.967], [2.124, 2.506, -3.204], [3.412, 2.893, -2.858], [4.289, 1.970, -2.303], [3.869, 0.662, -2.103], [2.571, 0.288, -2.423], [1.480, 0.794, -5.584], [0.469, 1.099, -7.826], [-1.943, 1.616, -8.034], [-3.324, 1.843, -5.990], [-2.292, 1.466, -3.748], [1.439, 3.224, -3.644], [3.726, 3.921, -3.000], [5.287, 2.272, -2.011], [4.547, -0.064, -1.671], [2.216, -0.716, -2.223], [2.099, 0.444, 0.715], [2.048, 0.286, 2.072], [2.211, -1.005, 2.722], [1.957, -1.189, 4.048], [1.550, -0.119, 4.890], [1.462, 1.172, 4.302], [1.715, 1.375, 2.980], [1.244, -0.334, 6.256], [0.995, -0.514, 7.377], [2.557, -0.339, 0.120], [2.156, 1.448, 0.305], [2.503, -1.852, 2.110], [2.048, -2.181, 4.481], [1.169, 2.010, 4.927], [1.628, 2.374, 2.564]],
  "forces_ev_per_angstrom": [[-0.6384, -0.3792, -0.2602], [0.0550, -0.0499, 0.0579], [-0.1122, 0.0569, -0.1349], [0.0608, 0.0650, 0.0167], [-0.0321, -0.0016, 0.0913], [0.0093, -0.0108, -0.0664], [-0.0425, -0.1087, 0.0466], [-0.1133, 0.1887, -0.0103], [0.2042, -0.3316, 0.1474], [-0.0450, 0.5198, -0.1453], [0.0533, -0.3502, 0.0057], [-0.0783, 0.3508, 0.0898], [0.1381, -0.0354, -0.0473], [0.0442, -0.2555, -0.1321], [0.0102, 0.1881, -0.0596], [0.0224, -0.0884, -0.0591], [0.0096, 0.0082, -0.0239], [-0.0089, -0.0891, -0.0205], [-0.0997, 0.0450, 0.1759], [0.0062, -0.0513, 0.0840], [0.0072, 0.1216, -0.1906], [0.0254, -0.0227, 0.0057], [0.0043, 0.0216, 0.0221], [-0.0228, 0.0097, -0.0011], [0.0086, -0.0002, 0.0140], [0.0269, 0.0096, 0.0051], [0.0152, 0.0182, -0.0025], [0.0832, 0.0039, 0.0234], [0.0098, 0.0102, 0.0191], [-0.0002, 0.0013, -0.0123], [-0.0150, 0.0067, -0.0032], [0.0124, -0.0175, 0.0116], [0.0518, 0.0125, 0.0143], [-0.3953, 0.0417, -0.0372], [0.4746, 0.1032, -0.1097], [0.1549, -0.1349, 0.1092], [0.0043, 0.0118, -0.1351], [0.0638, -0.0170, 0.0893], [-0.0065, 0.0231, -0.0079], [0.0226, -0.0078, 0.1001], [-0.1671, 0.1017, -0.0768], [-0.1579, 0.0693, 0.1883], [0.0084, 0.0164, -0.0438], [-0.0324, -0.0230, -0.0156], [-0.0168, -0.0221, -0.0308], [0.0202, -0.0295, -0.1061], [0.0149, -0.0396, -0.0959], [-0.0035, 0.0179, -0.0218], [0.0109, -0.0083, 0.0069], [0.0078, 0.0156, 0.0057], [-0.0106, -0.0300, 0.0048], [0.0059, -0.0508, -0.0078], [-0.0001, 0.0115, 0.0548], [0.0008, -0.0045, -0.0301], [0.0090, -0.0025, -0.0148], [-0.0208, 0.0159, 0.0531], [-0.0022, 0.0304, 0.0633], [1.2516, 0.2355, 0.3688], [-0.2443, -0.0295, 0.2508], [-0.0668, 0.1046, -0.0031], [-0.0724, 0.0910, 0.0124], [-0.0205, -0.0663, 0.2392], [-0.0034, -0.0600, -0.0241], [0.0145, -0.0911, -0.0594], [0.0864, 0.0453, -0.2366], [0.0080, 0.0061, -0.0003], [-0.3077, -0.0813, -0.0055], [-0.2495, -0.0592, -0.1079], [-0.0382, -0.0030, -0.0088], [0.0228, -0.0094, -0.0210], [0.0171, 0.0047, -0.0052], [-0.0324, -0.0216, -0.0030]],
  "e_lumo_ev": 4.333,
  "homo_energy_ev": 0.1,
  "gap_ev": 4.2,
  "de_lowest_kj_mol": 54.7,
  "total_charge": -2
}

---

[3]
{
  "formula": "C36H28NO6P2S2TeZr",
  "method": "ωB97M-V/def2-TZVPD",
  "symbols": ["Zr", "O", "S", "O", "O", "C", "C", "C", "C", "C", "C", "S", "O", "O", "O", "H", "H", "H", "H", "Te", "C", "C", "C", "N", "C", "C", "C", "P", "C", "C", "C", "C", "C", "C", "C", "C", "C", "C", "C", "C", "P", "C", "C", "C", "C", "C", "C", "C", "C", "C", "C", "C", "C", "H", "H", "H", "H", "H", "H", "H", "H", "H", "H", "H", "H", "H", "H", "H", "H", "H", "H", "H", "H", "H", "H", "H", "H"],
  "coordinates": [[1.235, -1.453, -0.937], [0.913, -4.937, 1.728], [1.746, -3.888, 1.166], [2.238, -0.276, 0.455], [0.869, -3.099, 0.025], [2.845, -4.714, 0.000], [3.017, -6.080, 0.157], [3.904, -6.771, -0.654], [4.638, -6.085, -1.608], [4.482, -4.715, -1.765], [3.579, -4.034, -0.968], [3.106, -2.119, -2.774], [1.725, -2.686, -2.885], [3.425, -2.652, -1.133], [2.864, -0.704, -2.325], [2.435, -6.587, 0.916], [4.026, -7.838, -0.533], [5.345, -6.612, -2.234], [5.071, -4.175, -2.495], [-1.498, -1.360, 1.353], [-2.964, 0.016, 1.994], [-2.809, 1.390, 1.910], [-3.832, 2.209, 2.363], [-4.965, 1.751, 2.888], [-5.101, 0.431, 2.973], [-4.142, -0.475, 2.539], [-0.343, -0.037, 0.157], [-0.785, 0.074, -1.606], [-2.464, -0.493, -1.882], [-2.641, -1.582, -2.733], [-3.917, -2.069, -2.977], [-5.012, -1.472, -2.371], [-4.839, -0.383, -1.525], [-3.570, 0.110, -1.280], [-0.554, 1.703, -2.345], [-1.592, 2.622, -2.466], [-1.350, 3.860, -3.042], [-0.078, 4.185, -3.490], [0.958, 3.268, -3.377], [0.720, 2.024, -2.816], [1.073, 0.662, 0.938], [1.455, 2.326, 0.413], [2.787, 2.660, 0.180], [3.116, 3.963, -0.163], [2.122, 4.925, -0.268], [0.792, 4.591, -0.043], [0.456, 3.291, 0.292], [1.009, 0.619, 2.716], [1.548, -0.475, 3.390], [1.467, -0.533, 4.771], [0.845, 0.491, 5.473], [0.319, 1.586, 4.802], [0.406, 1.658, 3.421], [-1.913, 1.825, 1.490], [-3.733, 3.288, 2.305], [-6.031, 0.072, 3.400], [-4.333, -1.538, 2.624], [-1.785, -2.052, -3.202], [-4.052, -2.916, -3.635], [-6.006, -1.857, -2.556], [-5.694, 0.080, -1.050], [-3.440, 0.941, -0.600], [-2.591, 2.372, -2.137], [-2.161, 4.569, -3.148], [0.104, 5.152, -3.940], [1.948, 3.514, -3.739], [1.527, 1.303, -2.758], [3.557, 1.904, 0.265], [4.149, 4.227, -0.345], [2.383, 5.942, -0.532], [0.018, 5.340, -0.141], [-0.584, 3.023, 0.428], [2.027, -1.273, 2.837], [1.885, -1.379, 5.299], [0.778, 0.439, 6.552], [-0.150, 2.389, 5.354], [0.021, 2.528, 2.904]],
  "forces_ev_per_angstrom": [[0.4844, 0.1568, 0.0643], [0.0091, 0.0061, 0.0095], [0.0481, -0.1181, -0.0823], [-0.2433, -0.0121, -0.1769], [-0.1196, 0.0426, 0.1530], [-0.0359, 0.1104, -0.0045], [0.0050, -0.0440, 0.0160], [-0.0021, 0.0255, -0.0055], [-0.0086, -0.0070, 0.0103], [0.0170, 0.0223, -0.0158], [0.0533, -0.0860, 0.0358], [-0.1044, -0.0731, -0.0057], [0.0091, 0.1384, 0.0766], [-0.0906, -0.0113, -0.0926], [0.0056, -0.0251, 0.0228], [-0.0024, 0.0005, -0.0013], [0.0032, -0.0011, -0.0026], [-0.0005, -0.0035, -0.0009], [0.0034, -0.0094, -0.0015], [-0.1187, -0.0051, 0.0377], [0.0230, -0.0314, -0.0055], [-0.0110, 0.0019, 0.0122], [0.0011, 0.0087, 0.0226], [0.0004, 0.0075, -0.0024], [-0.0095, -0.0137, -0.0175], [0.0024, -0.0123, 0.0098], [-0.1257, -0.1149, -0.0369], [0.1245, -0.0749, 0.0683], [-0.0236, 0.0170, -0.0054], [-0.0189, 0.0000, 0.0109], [0.0127, 0.0032, -0.0100], [-0.0065, 0.0010, -0.0022], [-0.0040, 0.0071, 0.0048], [0.0122, -0.0139, -0.0086], [0.0895, -0.0307, -0.0001], [0.0044, 0.0409, -0.0278], [-0.0545, -0.0208, 0.0301], [0.0577, -0.0005, -0.0022], [-0.0231, 0.0250, -0.0096], [-0.0280, 0.0086, 0.0080], [0.0469, 0.1224, -0.0836], [-0.0576, -0.0142, 0.0080], [0.0235, 0.0055, 0.0131], [0.0105, -0.0223, 0.0006], [-0.0192, 0.0138, -0.0065], [0.0009, -0.0006, -0.0110], [0.0253, 0.0023, -0.0146], [0.0067, -0.0494, -0.0036], [-0.0076, -0.0014, -0.0176], [-0.0082, 0.0036, 0.0185], [0.0069, -0.0156, -0.0040], [-0.0081, 0.0130, -0.0130], [0.0082, 0.0043, 0.0211], [0.0465, 0.0180, -0.0136], [-0.0056, -0.0043, -0.0060], [0.0055, -0.0017, 0.0059], [-0.0035, -0.0011, 0.0044], [0.0067, -0.0014, 0.0057], [-0.0019, -0.0008, 0.0014], [-0.0002, -0.0001, -0.0016], [-0.0022, -0.0015, -0.0025], [-0.0057, 0.0040, -0.0011], [-0.0088, 0.0048, 0.0072], [0.0019, 0.0025, 0.0000], [-0.0014, -0.0013, -0.0033], [0.0007, 0.0042, 0.0016], [0.0074, -0.0064, 0.0036], [-0.0014, 0.0028, -0.0053], [0.0002, -0.0009, -0.0019], [0.0003, 0.0004, 0.0012], [0.0016, -0.0006, -0.0023], [-0.0025, 0.0100, 0.0149], [0.0043, 0.0058, 0.0056], [-0.0011, -0.0014, -0.0003], [0.0030, 0.0012, 0.0001], [0.0024, -0.0019, 0.0022], [-0.0101, -0.0061, 0.0017]],
  "e_lumo_ev": -3.314,
  "homo_energy_ev": -10.6,
  "gap_ev": 7.3,
  "de_lowest_kj_mol": 15.1,
  "total_charge": 1
}